(1)
Below is one molecule with the formula C5H4N2O, with properties calculated with the ωB97M-V functional and the def2-TZVPD basis.

Atoms and positions in Å:
C (1.222, -1.388, -1.946)
C (1.048, -0.673, -0.981)
C (0.614, -0.019, 0.175)
C (0.798, 1.548, 0.205)
N (1.498, 2.699, 0.265)
O (-0.459, -0.861, 0.812)
N (-1.535, -0.080, 0.303)
C (-2.603, -0.771, 0.803)
H (1.699, -1.719, -3.025)
H (1.575, -0.016, 0.855)
H (-2.183, -1.549, 1.498)
H (-3.642, -0.351, 0.655)

Relative energy (zero: lowest compared OMol25 entry of this formula, charge and spin): 197.05 kcal/mol
Structure (SMILES): C#C[C@@H](C#N)ON=C
LUMO energy: 0.1 eV
Charge: 0
Multiplicity: 1
DFT total energy: -10268.2176 eV
Frontier orbital gap: 10.3 eV

(2)
Below is C17H29BrSi2Tb as an isolated structure, with properties calculated with the ωB97M-V functional and the def2-TZVPD basis.

Atoms and positions in Å:
C (-1.212, -0.810, -1.811)
C (-1.380, -1.877, -0.887)
C (-2.230, -1.407, 0.167)
H (-0.963, -2.875, -0.977)
C (-2.554, -0.025, -0.104)
C (-1.930, 0.324, -1.342)
H (-2.024, 1.282, -1.849)
H (-0.701, -0.887, -2.762)
H (-2.558, -1.993, 1.026)
H (-3.160, 0.633, 0.528)
Tb (-0.006, -0.260, 0.564)
Br (0.985, -2.383, 1.648)
C (2.385, 1.296, 0.191)
C (1.452, 2.040, -0.610)
C (1.148, 1.244, -1.746)
H (1.065, 3.042, -0.392)
C (1.838, 0.011, -1.634)
C (2.608, 0.038, -0.443)
H (3.257, -0.748, -0.072)
H (2.849, 1.630, 1.123)
H (0.530, 1.556, -2.581)
H (1.872, -0.784, -2.375)
C (2.391, 0.594, 3.828)
Si (0.866, 1.678, 3.640)
C (0.596, 2.347, 5.412)
C (1.279, 3.313, 2.776)
C (-0.527, 0.699, 2.833)
Si (-1.863, 0.310, 4.047)
C (-2.762, 1.891, 4.546)
C (-3.244, -0.774, 3.397)
C (-1.197, -0.693, 5.493)
H (3.171, 1.164, 4.355)
H (2.786, 0.255, 2.863)
H (2.134, -0.287, 4.430)
H (1.553, 2.795, 5.708)
H (-0.157, 3.140, 5.446)
H (0.354, 1.584, 6.154)
H (1.666, 3.210, 1.761)
H (0.405, 3.976, 2.753)
H (2.053, 3.821, 3.365)
H (-1.025, 1.388, 2.035)
H (-3.200, 2.373, 3.659)
H (-3.606, 1.676, 5.216)
H (-2.155, 2.653, 5.041)
H (-2.862, -1.770, 3.176)
H (-4.057, -0.884, 4.120)
H (-3.675, -0.357, 2.488)
H (-0.839, -1.666, 5.115)
H (-0.365, -0.260, 6.059)
H (-1.984, -0.925, 6.230)

LUMO energy (alpha / beta): 2.7 / 2.7 eV
Charge: -1
Multiplicity: 7
DFT total energy: -126337.5046 eV
<S²>: 12.691
Frontier orbital gap (alpha / beta): 7.4 / 7.4 eV

(3)
Below is a 2-piece molecular cluster, C7H18NO4 overall, with properties calculated with the ωB97M-V functional and the def2-TZVPD basis.

Atoms and positions in Å:
C (-0.626, 1.194, -2.664)
C (1.591, 0.923, 2.075)
C (0.128, -0.779, 2.959)
C (-1.202, 1.647, -1.322)
C (-0.306, 1.531, -0.050)
C (-0.129, 0.102, 0.592)
C (0.526, -2.337, -1.792)
N (0.222, 0.419, 2.109)
O (-1.411, -0.772, 0.679)
O (-0.498, -2.308, -1.143)
O (1.585, -1.627, -1.533)
O (0.759, -3.309, -2.642)
H (-0.017, 0.403, -2.523)
H (-1.427, 1.025, -3.491)
H (0.141, 1.990, -2.910)
H (2.137, 0.549, 2.835)
H (2.010, 0.641, 1.166)
H (1.655, 2.103, 2.055)
H (0.842, -1.486, 2.707)
H (0.272, -0.403, 3.984)
H (-0.923, -1.218, 3.003)
H (-1.413, 2.713, -1.517)
H (-2.157, 1.071, -1.246)
H (-0.774, 2.261, 0.662)
H (0.633, 2.042, -0.273)
H (-0.344, 1.202, 2.492)
H (-2.302, -0.407, 0.559)
H (-1.171, -1.635, 0.021)
H (2.310, -1.753, -2.139)
H (-0.110, -3.785, -2.656)

LUMO energy: -2.6 eV
Charge: +1
Multiplicity: 1
DFT total energy: -17220.9187 eV
Frontier orbital gap: 8.7 eV

(4)
Below is a 6-piece molecular cluster, C22H23F5NO17 overall, with properties calculated with the ωB97M-V functional and the def2-TZVPD basis.

Atoms and positions in Å:
O (8.157, 4.770, 2.667)
C (7.129, 4.846, 2.040)
O (7.214, 5.146, 0.678)
C (5.751, 4.556, 2.779)
C (5.888, 3.078, 3.315)
C (5.410, 1.920, 2.511)
C (5.648, 0.581, 3.128)
C (6.322, 0.499, 4.426)
N (6.720, 1.626, 5.131)
C (6.529, 2.893, 4.609)
H (7.455, 4.295, 0.252)
H (4.899, 4.630, 2.045)
H (5.554, 5.288, 3.606)
H (4.921, 2.042, 1.512)
H (5.313, -0.299, 2.537)
H (6.530, -0.500, 4.881)
H (7.201, 1.561, 6.035)
H (6.871, 3.806, 5.154)
C (1.746, -0.142, -0.499)
C (3.122, -0.697, -0.294)
O (3.389, -0.390, 1.064)
C (2.168, -0.376, 1.685)
O (2.022, -0.418, 2.864)
O (1.152, -0.315, 0.788)
F (4.030, -0.056, -1.069)
H (1.752, 0.920, -0.756)
H (1.189, -0.682, -1.264)
H (3.202, -1.776, -0.450)
C (-3.216, 2.015, -1.618)
C (-2.626, 0.847, -0.890)
O (-1.539, 0.466, -1.721)
C (-1.138, 1.614, -2.342)
O (-0.092, 1.744, -2.905)
O (-2.069, 2.594, -2.235)
F (-3.500, -0.177, -0.825)
H (-3.930, 1.714, -2.388)
H (-3.701, 2.723, -0.948)
H (-2.257, 1.081, 0.112)
C (0.775, 1.046, -6.039)
C (-0.302, 1.250, -7.062)
O (0.391, 1.847, -8.140)
C (1.672, 1.378, -8.063)
O (2.464, 1.450, -8.943)
O (1.923, 0.811, -6.849)
F (-1.243, 2.118, -6.616)
H (0.942, 1.931, -5.421)
H (0.576, 0.197, -5.386)
H (-0.783, 0.328, -7.401)
C (-3.915, -3.900, 2.348)
C (-2.638, -3.113, 2.376)
O (-2.986, -1.919, 1.704)
C (-4.320, -1.740, 1.936)
O (-4.901, -0.716, 1.757)
O (-4.903, -2.874, 2.404)
F (-1.661, -3.737, 1.673)
H (-4.037, -4.471, 1.425)
H (-4.006, -4.579, 3.195)
H (-2.275, -2.877, 3.380)
C (-9.336, -4.549, 0.168)
C (-8.468, -4.151, 1.325)
O (-7.172, -4.520, 0.893)
C (-7.196, -4.418, -0.468)
O (-6.223, -4.390, -1.151)
O (-8.468, -4.347, -0.943)
F (-8.774, -4.866, 2.435)
H (-9.636, -5.598, 0.210)
H (-10.230, -3.931, 0.085)
H (-8.488, -3.084, 1.558)

LUMO energy: -4.8 eV
Charge: +1
Multiplicity: 1
DFT total energy: -73064.8142 eV
Frontier orbital gap: 7.7 eV

(5)
Below is C2H3NOS as an isolated structure, with properties calculated with the ωB97M-V functional and the def2-TZVPD basis.

Atoms and positions in Å:
C (0.106, -1.041, -0.877)
C (-0.402, 0.639, 1.064)
N (0.193, 0.113, -0.306)
O (-0.200, 0.137, 2.150)
S (1.005, 1.595, -0.588)
H (0.662, -1.368, -1.685)
H (-0.650, -1.696, -0.548)
H (-0.713, 1.622, 0.790)

Relative energy (zero: lowest compared OMol25 entry of this formula, charge and spin): 59.65 kcal/mol
LUMO energy (alpha / beta): 0.6 / -2.7 eV
Charge: 0
Multiplicity: 3
DFT total energy: -16490.4953 eV
<S²>: 2.006
Frontier orbital gap (alpha / beta): 7.3 / 7.2 eV

(6)
Below is a 23-piece molecular cluster, C23H92O23 overall, with properties calculated with the ωB97M-V functional and the def2-TZVPD basis.

Atoms and positions in Å:
C (-2.587, 3.949, 1.920)
O (-3.449, 3.634, 3.034)
H (-2.840, 4.939, 1.541)
H (-1.534, 3.779, 2.140)
H (-2.810, 3.356, 1.032)
H (-3.420, 4.409, 3.600)
C (-0.674, -0.882, -5.860)
O (0.002, 0.404, -5.788)
H (-1.404, -0.866, -6.669)
H (-0.040, -1.738, -6.091)
H (-1.145, -1.083, -4.898)
H (0.845, 0.401, -6.245)
C (-4.278, -4.945, 3.555)
O (-3.776, -3.738, 3.039)
H (-5.160, -4.843, 4.188)
H (-4.479, -5.564, 2.680)
H (-3.613, -5.545, 4.176)
H (-3.504, -3.203, 3.789)
C (-6.518, -1.874, 3.750)
O (-5.425, -1.207, 4.468)
H (-7.276, -1.178, 3.391)
H (-6.105, -2.379, 2.877)
H (-7.051, -2.516, 4.452)
H (-4.841, -0.702, 3.899)
C (0.695, -3.610, -2.818)
O (1.021, -4.988, -2.869)
H (1.508, -2.980, -2.455)
H (0.304, -3.224, -3.759)
H (-0.124, -3.606, -2.098)
H (1.817, -4.998, -3.406)
C (1.133, 1.398, 3.418)
O (2.352, 1.101, 2.746)
H (1.381, 1.821, 4.392)
H (0.569, 2.204, 2.949)
H (0.599, 0.455, 3.540)
H (2.644, 0.196, 2.618)
C (6.836, 0.550, 0.453)
O (5.507, 0.955, 0.089)
H (6.920, -0.261, 1.176)
H (7.355, 0.036, -0.357)
H (7.416, 1.372, 0.873)
H (4.943, 0.183, -0.005)
C (-2.084, -1.686, 6.006)
O (-2.669, -2.079, 4.831)
H (-2.756, -1.941, 6.826)
H (-1.199, -2.277, 6.241)
H (-1.763, -0.653, 6.140)
H (-3.561, -1.724, 4.852)
C (-2.734, 3.239, -6.282)
O (-2.500, 2.213, -5.347)
H (-1.871, 3.881, -6.459)
H (-3.143, 2.814, -7.199)
H (-3.498, 3.885, -5.849)
H (-1.689, 1.712, -5.467)
C (-3.422, -4.514, -0.113)
O (-4.485, -5.063, -0.868)
H (-2.490, -4.654, -0.659)
H (-3.571, -3.451, 0.076)
H (-3.388, -5.112, 0.798)
H (-4.588, -5.927, -0.464)
C (3.770, -2.575, 3.865)
O (3.506, -1.535, 2.977)
H (3.581, -3.541, 3.397)
H (4.806, -2.504, 4.195)
H (3.300, -2.615, 4.848)
H (4.101, -1.657, 2.234)
C (1.959, 2.542, -0.438)
O (3.168, 2.734, 0.330)
H (1.732, 1.481, -0.541)
H (1.069, 3.073, -0.101)
H (2.188, 2.796, -1.473)
H (2.999, 2.221, 1.124)
C (-0.443, -0.064, 0.092)
O (-0.603, 0.444, -1.233)
H (-0.211, 0.716, 0.817)
H (-1.395, -0.529, 0.348)
H (0.376, -0.774, 0.204)
H (-0.777, 1.388, -1.237)
C (-0.054, -4.502, 4.128)
O (0.167, -5.739, 3.580)
H (-0.753, -4.689, 4.944)
H (0.858, -4.061, 4.531)
H (-0.569, -3.804, 3.467)
H (-0.503, -6.350, 3.895)
C (-1.150, 4.024, -2.065)
O (-1.491, 4.416, -0.766)
H (-0.190, 3.513, -2.136)
H (-1.802, 3.185, -2.306)
H (-1.141, 4.899, -2.715)
H (-2.366, 4.808, -0.812)
C (4.242, 0.628, -3.660)
O (4.024, 1.698, -2.826)
H (3.808, 0.886, -4.626)
H (5.255, 0.264, -3.828)
H (3.731, -0.180, -3.134)
H (4.179, 2.457, -3.393)
C (3.059, 5.193, 2.424)
O (4.170, 5.411, 1.547)
H (2.268, 4.825, 1.770)
H (3.312, 4.527, 3.248)
H (2.674, 6.078, 2.931)
H (4.625, 6.161, 1.936)
C (-4.023, -0.051, -2.947)
O (-4.288, 1.320, -3.162)
H (-4.755, -0.650, -3.490)
H (-3.064, -0.223, -3.436)
H (-3.940, -0.333, -1.898)
H (-3.714, 1.697, -3.833)
C (1.676, -5.757, 0.602)
O (1.808, -6.453, -0.640)
H (2.398, -4.988, 0.879)
H (0.708, -5.257, 0.593)
H (1.667, -6.521, 1.379)
H (1.509, -5.875, -1.346)
C (4.199, -2.321, -1.169)
O (4.676, -1.844, 0.077)
H (4.875, -2.108, -1.998)
H (4.136, -3.404, -1.270)
H (3.201, -1.955, -1.409)
H (5.353, -2.492, 0.285)
C (1.872, 6.035, -1.004)
O (3.134, 5.964, -1.617)
H (1.483, 5.170, -0.466)
H (1.930, 6.851, -0.284)
H (1.116, 6.218, -1.767)
H (3.035, 6.042, -2.569)
C (1.348, 3.671, -5.049)
O (2.481, 4.493, -5.135)
H (0.799, 3.978, -4.158)
H (0.784, 3.726, -5.980)
H (1.667, 2.637, -4.917)
H (3.129, 4.283, -4.458)
C (-4.223, 0.674, 1.544)
O (-4.242, 0.876, 2.892)
H (-3.309, 1.122, 1.152)
H (-4.190, -0.415, 1.506)
H (-5.189, 0.992, 1.151)
H (-3.913, 1.777, 2.868)

Relative energy (zero: lowest compared OMol25 entry of this formula, charge and spin): 101.85 kcal/mol
LUMO energy: 0.1 eV
Charge: 0
Multiplicity: 1
DFT total energy: -72422.3994 eV
Frontier orbital gap: 9.2 eV

(7)
Below is one molecule with the formula C2H9NO2Si, with properties calculated with the ωB97M-V functional and the def2-TZVPD basis.

Atoms and positions in Å:
C (0.807, 1.314, 0.706)
N (0.102, 0.280, -0.069)
C (0.130, 0.714, -1.421)
Si (0.017, -1.377, 0.314)
O (-0.513, -1.540, 1.855)
O (-1.443, -1.799, -0.909)
H (1.968, 1.469, 0.510)
H (0.307, 2.406, 0.571)
H (0.795, 1.035, 1.835)
H (-0.480, 1.598, -1.343)
H (1.178, 0.889, -2.000)
H (-0.526, -0.057, -2.040)
H (1.196, -2.182, 0.229)
H (-1.276, -1.027, 2.233)
H (-2.262, -1.725, -0.472)

Relative energy (zero: lowest compared OMol25 entry of this formula, charge and spin): 47.64 kcal/mol
Structure (SMILES): CN(C)[SiH](O)O
LUMO energy: 0.6 eV
Charge: 0
Multiplicity: 1
DFT total energy: -15683.6372 eV
Frontier orbital gap: 9.7 eV

(8)
Below is a 2-piece molecular cluster, H4INSi overall, with properties calculated with the ωB97M-V functional and the def2-TZVPD basis.

Atoms and positions in Å:
N (0.842, -0.150, 0.914)
Si (1.576, 0.581, -0.283)
H (1.497, -0.568, 1.560)
H (2.955, 0.408, -0.897)
H (1.013, 1.825, -0.777)
I (-4.292, -0.333, -0.518)
H (-3.591, -1.762, 0.001)

Relative energy (zero: lowest compared OMol25 entry of this formula, charge and spin): 72.45 kcal/mol
Structure (SMILES): N=[SiH2].I
LUMO energy: -0.1 eV
Charge: 0
Multiplicity: 1
DFT total energy: -17531.2390 eV
Frontier orbital gap: 9.7 eV

(9)
Below is a 2-piece molecular cluster, C5H12O overall, with properties calculated with the ωB97M-V functional and the def2-TZVPD basis.

Atoms and positions in Å:
C (1.221, 1.485, -0.654)
C (1.988, 0.618, 0.010)
C (2.470, -0.792, -0.314)
H (1.550, 2.510, -0.775)
H (0.367, 1.215, -1.275)
H (2.535, 1.064, 0.851)
H (1.711, -1.394, -0.805)
H (3.412, -0.601, -0.810)
H (2.711, -1.252, 0.655)
C (-1.834, 0.330, 1.016)
C (-1.755, -0.552, -0.214)
O (-2.375, -1.821, -0.148)
H (-2.823, 0.138, 1.475)
H (-1.122, 0.150, 1.810)
H (-1.952, 1.391, 0.775)
H (-0.687, -0.764, -0.359)
H (-2.078, -0.029, -1.115)
H (-3.338, -1.694, -0.123)

Relative energy (zero: lowest compared OMol25 entry of this formula, charge and spin): 53.85 kcal/mol
Structure (SMILES): C=CC.CCO
LUMO energy: 1.0 eV
Charge: 0
Multiplicity: 1
DFT total energy: -7424.9760 eV
Frontier orbital gap: 10.0 eV

(10)
Below is C39H48MoP2Si as an isolated structure, with properties calculated with the ωB97M-V functional and the def2-TZVPD basis.

Atoms and positions in Å:
Mo (1.728, 2.156, -0.277)
C (3.529, 5.311, 0.246)
C (2.601, 5.065, 1.200)
C (1.400, 5.880, 1.517)
C (0.703, 6.479, 0.291)
C (0.506, 5.436, -0.750)
C (1.486, 4.935, -1.527)
C (2.563, 5.894, -1.989)
C (3.496, 6.333, -0.834)
C (-1.213, 0.297, -0.635)
H (4.490, 4.806, 0.313)
H (2.847, 4.348, 1.981)
H (1.683, 6.690, 2.209)
H (0.670, 5.255, 2.051)
H (-0.283, 6.851, 0.604)
H (1.263, 7.329, -0.112)
H (-0.549, 5.272, -0.954)
H (1.400, 3.956, -2.061)
H (2.111, 6.792, -2.435)
H (3.168, 5.437, -2.777)
H (4.505, 6.406, -1.266)
H (3.285, 7.342, -0.451)
H (-0.148, 0.540, -0.480)
H (-1.374, -0.367, -1.497)
H (-1.616, -0.123, 0.290)
P (0.487, 1.935, 1.802)
P (-2.014, 1.789, -1.109)
C (-0.931, 2.857, 1.315)
C (-1.377, 3.000, 0.009)
C (0.834, 1.736, 3.575)
C (1.022, 2.905, 4.352)
C (1.357, 2.795, 5.707)
C (1.550, 1.538, 6.302)
C (1.441, 0.382, 5.520)
C (1.110, 0.468, 4.170)
C (3.508, 2.803, 0.349)
C (3.758, 2.748, -1.087)
C (4.908, 1.998, -1.485)
C (5.674, 1.354, -0.527)
C (5.310, 1.282, 0.823)
C (4.171, 1.978, 1.270)
C (-3.789, 1.768, -0.945)
C (-4.344, 1.472, 0.312)
C (-5.709, 1.688, 0.505)
C (-6.506, 2.124, -0.550)
C (-5.958, 2.331, -1.819)
C (-4.592, 2.105, -2.036)
C (-1.449, 2.144, -2.784)
C (-0.735, 1.225, -3.576)
C (-0.189, 1.638, -4.794)
C (-0.314, 2.964, -5.198)
C (-0.998, 3.879, -4.401)
C (-1.579, 3.478, -3.198)
H (-1.374, 3.511, 2.077)
H (-1.602, 3.993, -0.344)
H (0.991, 3.885, 3.868)
H (1.500, 3.687, 6.312)
H (1.799, 1.449, 7.355)
H (1.639, -0.596, 5.957)
H (1.131, -0.411, 3.517)
H (3.482, 3.551, -1.768)
H (5.199, 2.009, -2.534)
H (6.626, 0.903, -0.825)
H (5.946, 0.765, 1.543)
H (3.791, 1.937, 2.308)
H (-3.681, 1.123, 1.103)
H (-6.142, 1.522, 1.490)
H (-7.576, 2.257, -0.408)
H (-6.568, 2.668, -2.648)
H (-4.119, 2.209, -3.010)
H (-0.627, 0.187, -3.253)
H (0.306, 0.913, -5.438)
H (0.090, 3.259, -6.163)
H (-1.134, 4.903, -4.721)
H (-2.164, 4.208, -2.631)
C (0.279, -2.611, -0.446)
Si (1.993, -1.822, -0.586)
C (2.879, -3.059, 0.494)
C (2.658, -2.085, -2.338)
C (2.116, 0.014, 0.083)
H (0.209, -3.509, -1.077)
H (-0.570, -1.977, -0.697)
H (0.132, -2.966, 0.582)
H (3.169, -3.957, -0.055)
H (3.785, -2.661, 0.941)
H (2.232, -3.391, 1.306)
H (1.921, -1.870, -3.130)
H (3.562, -1.482, -2.520)
H (2.972, -3.137, -2.456)
H (1.645, -0.192, 1.078)
H (3.200, 0.110, 0.289)

Relative energy (zero: lowest compared OMol25 entry of this formula, charge and spin): 80.29 kcal/mol
LUMO energy (alpha / beta): -7.5 / -6.8 eV
Charge: +2
Multiplicity: 3
DFT total energy: -69509.3863 eV
<S²>: 2.132
Frontier orbital gap (alpha / beta): 5.0 / 6.3 eV

Q: Look up the DFT total energy of the eighth one.
A: -17531.2390 eV

Q: Among the records above, which one has the lowest DFT total energy?
A: C17H29BrSi2Tb

Q: Which formula does entry 2 have?
A: C17H29BrSi2Tb

Q: The highest DFT total energy belongs to which entry?
A: C5H12O